Version P
The following is a quantum chemistry calculation of an isolated molecule of C4H6FNO2, from the OMol25 dataset.

- HOMO-LUMO gap: 9.98 eV
- E_HOMO: -9.51 eV
- Structure (SMILES): O=C[C@H](/C=C\O)NF

Geometry (Å):
C (0.635, 0.195, 0.313)
C (-0.370, 0.404, -0.691)
C (1.517, -0.991, -0.001)
C (-1.676, 0.416, -0.501)
N (1.493, 1.248, 0.769)
O (2.713, -1.111, -0.042)
O (-2.259, 0.062, 0.619)
F (1.789, 2.050, -0.369)
H (0.008, -0.021, 1.187)
H (-0.080, 0.753, -1.743)
H (0.821, -1.938, -0.402)
H (-2.255, 0.451, -1.407)
H (2.409, 0.849, 1.125)
H (-1.569, -0.127, 1.266)



Version Q
The following is a quantum chemistry calculation of an isolated molecule of C4H6FNO2, from the OMol25 dataset.

- HOMO-LUMO gap: 11.08 eV
- E_HOMO: -10.34 eV
- Structure (SMILES): O=C1NC[C@H](CF)O1

Geometry (Å):
C (-0.799, -0.322, -1.512)
C (-0.392, 0.580, -0.353)
C (-0.517, -0.068, 1.036)
C (1.711, 0.291, 0.490)
H (-0.566, 0.216, -2.432)
H (-0.186, -1.232, -1.428)
H (-0.930, 1.512, -0.510)
H (-0.865, -1.108, 0.935)
H (-1.207, 0.492, 1.669)
H (1.199, -0.695, 2.106)
N (0.827, 0.020, 1.517)
O (2.899, 0.067, 0.441)
O (0.980, 0.889, -0.495)
F (-2.154, -0.641, -1.465)



Which structure is most stable, and how do the rest compare? From most to least stable: version Q, version P.